[1]
This record from OMol25 describes a cluster of 2 separate species, C9H20F2NO3Si in total in a non-equilibrium geometry. The level of theory is the ωB97M-V functional and the def2-TZVPD basis.

Structure (XYZ):
```
36
C9H20F2NO3Si, DFT the ωB97M-V functional and the def2-TZVPD basis
C 3.187 -1.412 0.250
C 3.031 -1.172 -1.263
C 1.623 -0.876 -1.718
O 0.987 -1.681 -2.398
O 1.083 0.343 -1.441
C 0.945 0.653 -0.025
C -0.249 1.566 0.188
Si -1.358 1.876 -1.285
N -2.313 3.320 -0.959
F -0.567 2.234 -2.626
C -2.586 0.504 -1.636
C -2.523 -0.730 -0.703
C -3.823 -0.973 0.037
F -4.052 -2.337 0.200
H 3.024 -0.524 0.855
H 4.187 -1.792 0.447
H 2.487 -2.175 0.567
H 3.294 -2.097 -1.766
H 3.734 -0.429 -1.630
H 1.840 1.146 0.326
H 0.883 -0.248 0.569
H 0.051 2.523 0.602
H -0.858 1.104 0.964
H -1.711 4.095 -0.717
H -2.950 3.134 -0.195
H -3.581 0.942 -1.560
H -2.502 0.173 -2.665
H -1.726 -0.675 0.029
H -2.345 -1.612 -1.307
H -3.808 -0.550 1.041
H -4.679 -0.545 -0.480
C 2.244 -0.744 3.641
O 1.767 -0.141 2.538
H 1.480 -1.238 4.301
H 2.983 -1.579 3.457
H 2.800 -0.084 4.363
```

Properties
Multiplicity: 1
Calculated total energy, eV: -30605.2383
LUMO, eV: 2.9
HOMO level, eV: -3.007
M, g mol⁻¹: 256.3
Charge: -1
Gap between HOMO and LUMO, eV: 5.955

[2]
This record from OMol25 describes a cluster of 2 separate species, C9H20F4N3O4S in total in a non-equilibrium geometry. The level of theory is the ωB97M-V functional and the def2-TZVPD basis.

Structure (XYZ):
```
41
C9H20F4N3O4S, DFT the ωB97M-V functional and the def2-TZVPD basis
C -4.090 0.808 -0.942
C -2.574 1.044 -0.805
C -1.825 0.980 -2.170
C -0.961 2.219 -2.423
N 0.363 2.117 -1.832
N 0.434 2.694 -0.541
C 0.800 4.117 -0.632
N 0.710 4.805 0.644
S 1.591 1.799 0.338
O 2.358 1.004 -0.558
O 2.340 2.623 1.217
F 0.699 0.852 1.151
H -4.621 1.727 -0.698
H -4.432 0.074 -0.215
H -4.368 0.470 -1.935
H -2.145 0.275 -0.169
H -2.368 2.017 -0.367
H -1.189 0.102 -2.212
H -2.577 0.962 -2.958
H -0.830 2.372 -3.495
H -1.515 3.092 -2.058
H 1.108 2.452 -2.429
H 1.778 4.266 -1.097
H 0.071 4.545 -1.328
H 1.050 5.747 0.497
H -0.261 4.873 0.923
C 1.947 -2.371 0.819
C 1.654 -2.599 2.299
O 0.610 -3.495 2.585
C 0.902 -4.945 2.547
O 1.968 -5.303 3.183
C 0.896 -5.482 1.078
F -0.037 -4.878 0.280
F 0.565 -6.795 1.071
F 2.062 -5.394 0.416
H 1.021 -2.300 0.246
H 2.517 -1.447 0.686
H 2.545 -3.176 0.400
H 1.314 -1.643 2.716
H 2.565 -2.870 2.844
H -0.075 -5.340 2.925
```

Properties
Multiplicity: 1
Calculated total energy, eV: -44021.6547
LUMO, eV: 2.0
HOMO level, eV: -3.387
M, g mol⁻¹: 342.3
Charge: -1
Gap between HOMO and LUMO, eV: 5.394

[3]
This record from OMol25 describes a structure of composition C9H20HgN2OS. The level of theory is the ωB97M-V functional and the def2-TZVPD basis.

Structure (XYZ):
```
34
C9H20HgN2OS, DFT the ωB97M-V functional and the def2-TZVPD basis
Hg -0.204 0.628 0.004
O -2.306 0.425 -0.653
C -4.387 -1.115 -1.956
C -4.451 -1.254 -3.471
C -3.157 -0.935 -4.222
C -2.015 -1.924 -3.976
N -1.261 -1.696 -2.751
C 0.071 -1.520 -2.663
S 0.912 -2.021 -1.294
N 0.729 -0.887 -3.666
C 0.208 0.017 -4.681
C 0.982 1.330 -4.717
C 0.890 2.155 -3.435
C -0.537 2.559 -3.080
H -5.392 -1.184 -1.531
H -3.922 -0.180 -1.628
H -3.791 -1.903 -1.492
H -5.227 -0.589 -3.865
H -4.763 -2.272 -3.737
H -2.819 0.073 -3.967
H -3.385 -0.942 -5.294
H -1.303 -1.919 -4.799
H -2.441 -2.934 -3.945
H -1.643 -2.054 -1.891
H 1.723 -0.858 -3.503
H -0.837 0.222 -4.471
H 0.263 -0.458 -5.668
H 0.591 1.920 -5.553
H 2.030 1.113 -4.954
H 1.506 3.050 -3.566
H 1.323 1.603 -2.595
H -1.019 3.067 -3.925
H -0.547 3.233 -2.224
H -1.154 1.708 -2.777
```

Properties
Multiplicity: 2
Calculated total energy, eV: -29694.2205
Energy above the lowest of the compared OMol25 structures with the same formula, charge and spin, kcal/mol: 0.0
LUMO (alpha / beta), eV: 3.1 / 3.1
HOMO level (alpha / beta), eV: -2.719 / -3.174
M, g mol⁻¹: 404.9
Charge: -1
Gap between HOMO and LUMO (alpha / beta), eV: 5.787 / 6.239

[4]
This record from OMol25 describes the ion C9H20IS with charge +1. The level of theory is the ωB97M-V functional and the def2-TZVPD basis.

Structure (XYZ):
```
31
C9H20IS, DFT the ωB97M-V functional and the def2-TZVPD basis
C -0.202 2.204 -2.287
C -0.431 1.999 -0.785
C 0.828 2.205 0.045
C 1.951 1.217 -0.264
C 1.601 -0.264 -0.150
C 1.240 -0.729 1.260
C -0.191 -0.507 1.749
C -1.251 -1.538 1.297
C -0.964 -2.138 -0.064
S -2.111 -3.432 -0.620
I -4.294 -2.596 -0.186
H 0.013 1.262 -2.792
H 0.620 2.890 -2.477
H -1.097 2.605 -2.761
H -1.199 2.687 -0.429
H -0.838 0.994 -0.627
H 0.592 2.191 1.112
H 1.202 3.210 -0.160
H 2.292 1.396 -1.286
H 2.806 1.424 0.381
H 0.823 -0.497 -0.882
H 2.481 -0.827 -0.468
H 1.490 -1.788 1.381
H 1.904 -0.207 1.951
H -0.176 -0.555 2.837
H -0.544 0.490 1.494
H -2.218 -1.041 1.252
H -1.332 -2.332 2.042
H -1.037 -1.408 -0.870
H 0.004 -2.637 -0.104
H -1.966 -4.279 0.413
```

Properties
Multiplicity: 1
Calculated total energy, eV: -28585.9389
LUMO, eV: -5.8
HOMO level, eV: -13.627
M, g mol⁻¹: 287.2
Charge: +1
Gap between HOMO and LUMO, eV: 7.788

[5]
This record from OMol25 describes an isolated molecule of C9H20N2O. The level of theory is the ωB97M-V functional and the def2-TZVPD basis.

Structure (XYZ):
```
32
C9H20N2O, DFT the ωB97M-V functional and the def2-TZVPD basis
C 2.726 -0.497 -2.269
C 1.450 -0.850 -1.513
C 0.606 -1.863 -2.289
C -0.700 -2.137 -1.547
C -1.434 -0.813 -1.308
N -0.649 0.164 -0.580
C -0.528 -0.093 0.841
C -0.210 1.197 1.614
O 1.198 1.306 1.706
C -0.850 1.190 3.011
N -2.242 1.595 2.923
C 0.615 0.413 -1.250
H 2.486 -0.044 -3.229
H 3.323 -1.388 -2.450
H 3.323 0.209 -1.696
H 1.729 -1.290 -0.550
H 1.166 -2.791 -2.429
H 0.378 -1.457 -3.278
H -1.334 -2.810 -2.127
H -0.486 -2.616 -0.589
H -2.368 -0.985 -0.768
H -1.682 -0.365 -2.276
H 0.253 -0.824 1.096
H -1.488 -0.485 1.186
H -0.624 2.049 1.055
H 1.417 2.131 2.152
H -0.698 0.197 3.469
H -0.338 1.926 3.642
H -2.744 0.995 2.278
H -2.690 1.520 3.830
H 1.190 1.110 -0.641
H 0.385 0.895 -2.206
```

Properties
Multiplicity: 1
Calculated total energy, eV: -14685.0577
Energy above the lowest of the compared OMol25 structures with the same formula, charge and spin, kcal/mol: 0.0
LUMO, eV: 0.9
HOMO level, eV: -8.032
SMILES: C[C@@H]1CCCN(C[C@H](O)CN)C1
M, g mol⁻¹: 172.3
Charge: 0
Gap between HOMO and LUMO, eV: 8.960

[6]
This record from OMol25 describes an isolated molecule of C9H20NO3P in a non-equilibrium geometry. The level of theory is the ωB97M-V functional and the def2-TZVPD basis.

Structure (XYZ):
```
34
C9H20NO3P, DFT the ωB97M-V functional and the def2-TZVPD basis
C 2.860 2.672 1.301
C 1.485 2.128 1.282
C 0.627 2.368 2.526
N 1.130 1.583 0.217
O -0.228 1.107 0.159
P 0.215 -0.597 -0.370
O 1.143 -1.168 0.606
C 0.860 -0.417 -2.169
C 2.096 0.553 -2.253
O -0.189 -0.260 -3.073
C -1.509 -1.401 -0.329
C -1.703 -2.251 -1.588
C -1.593 -2.169 0.938
C -2.542 -0.226 -0.244
H 3.356 2.492 0.327
H 3.531 2.175 2.054
H 2.942 3.839 1.505
H 0.745 1.377 2.997
H 0.967 3.262 3.102
H -0.443 2.467 2.171
H 1.075 -1.549 -2.287
H 1.733 1.603 -2.402
H 2.566 0.560 -1.248
H 2.834 0.391 -2.986
H -0.765 0.502 -2.740
H -1.064 -1.998 -2.328
H -1.792 -3.376 -1.384
H -2.800 -2.061 -1.951
H -1.603 -1.510 1.794
H -0.870 -2.903 1.110
H -2.477 -2.720 1.261
H -2.206 0.445 0.433
H -2.703 0.057 -1.240
H -3.514 -0.737 -0.003
```

Properties
Multiplicity: 1
Calculated total energy, eV: -26576.2918
Energy above the lowest of the compared OMol25 structures with the same formula, charge and spin, kcal/mol: 86.3
LUMO, eV: 0.8
HOMO level, eV: -9.418
SMILES: CC(C)=NO[P@](=O)([C@H](C)O)C(C)(C)C
M, g mol⁻¹: 221.2
Charge: 0
Gap between HOMO and LUMO, eV: 10.193

[7]
This record from OMol25 describes the ion C9H20NP2 with charge +1 in a non-equilibrium geometry. The level of theory is the ωB97M-V functional and the def2-TZVPD basis.

Structure (XYZ):
```
32
C9H20NP2, DFT the ωB97M-V functional and the def2-TZVPD basis
C 1.650 3.091 2.135
P 1.970 1.547 1.520
C 0.459 1.350 0.404
C 0.663 1.915 -1.106
C -0.458 1.376 -1.889
C -0.469 -0.188 -1.803
C -1.847 -0.765 -2.201
P 0.045 -0.428 0.057
C -1.321 -1.072 1.249
C -0.543 -1.135 2.636
N 1.369 -1.392 0.037
C 1.258 -2.685 -0.528
H 2.408 3.505 2.848
H 0.755 3.621 1.795
H -0.482 1.996 1.079
H 1.756 1.750 -1.275
H 0.689 3.053 -1.041
H -1.353 1.764 -1.348
H -0.535 1.658 -3.000
H 0.307 -0.466 -2.441
H -2.305 0.111 -2.792
H -2.440 -0.822 -1.193
H -1.897 -1.672 -2.781
H -2.150 -0.456 1.335
H -1.635 -1.972 0.771
H -0.706 -0.156 3.056
H -1.187 -1.782 3.297
H 0.460 -1.478 2.545
H 1.947 -1.378 0.796
H 0.970 -2.605 -1.600
H 2.219 -3.179 -0.633
H 0.403 -3.108 0.071
```

Properties
Multiplicity: 1
Calculated total energy, eV: -29716.1941
Energy above the lowest of the compared OMol25 structures with the same formula, charge and spin, kcal/mol: 0.6
LUMO, eV: -3.3
HOMO level, eV: -12.918
SMILES: C=P[C@H]1CC[C@H](C)[P@@]1(CC)=[NH+]C
M, g mol⁻¹: 204.2
Charge: +1
Gap between HOMO and LUMO, eV: 9.569

[8]
This record from OMol25 describes a structure of composition C9H20O in a non-equilibrium geometry. The level of theory is the ωB97M-V functional and the def2-TZVPD basis.

Structure (XYZ):
```
30
C9H20O, DFT the ωB97M-V functional and the def2-TZVPD basis
C -0.326 0.160 0.714
C 1.055 -0.176 -0.936
C -1.387 0.373 -0.212
C -0.286 -1.098 1.551
C 0.202 1.385 1.434
C 0.961 -1.634 -1.354
C 0.829 0.743 -2.127
C 2.419 0.101 -0.322
C -2.795 0.634 1.251
O -1.920 -0.607 -0.999
H -1.943 -1.442 -0.511
H -1.407 1.331 -0.721
H -0.757 -0.932 2.523
H 0.752 -1.389 1.737
H -0.787 -1.949 1.083
H -0.379 1.594 2.335
H 0.166 2.274 0.801
H 1.230 1.222 1.761
H 1.726 -1.878 -2.110
H 1.140 -2.316 -0.518
H 0.004 -1.880 -1.819
H -0.097 0.512 -2.661
H 0.811 1.797 -1.832
H 1.636 0.637 -2.870
H 2.597 -0.489 0.583
H 3.228 -0.158 -1.026
H 2.555 1.158 -0.080
H -3.397 1.422 0.799
H -3.328 -0.316 1.265
H -2.502 0.921 2.258
```

Properties
Multiplicity: 1
Calculated total energy, eV: -11701.5789
Energy above the lowest of the compared OMol25 structures with the same formula, charge and spin, kcal/mol: 80.6
LUMO, eV: 0.7
HOMO level, eV: -7.189
M, g mol⁻¹: 144.3
Charge: 0
Gap between HOMO and LUMO, eV: 7.914

[9]
This record from OMol25 describes a cluster of 2 separate species, C9H20OSi in total in a non-equilibrium geometry. The level of theory is the ωB97M-V functional and the def2-TZVPD basis.

Structure (XYZ):
```
31
C9H20OSi, DFT the ωB97M-V functional and the def2-TZVPD basis
C 1.859 -2.065 -0.042
C 1.692 -0.774 0.047
C 3.120 -2.633 -0.715
C -2.530 -1.317 1.022
C -1.418 -1.338 -1.229
C 0.062 2.382 -1.478
C 0.521 3.191 1.022
C -1.806 -0.526 -0.047
C -0.352 2.308 0.135
O -0.580 0.691 2.468
Si -0.457 0.474 0.820
H 1.259 -2.878 0.257
H 2.472 -0.149 -0.358
H 3.765 -2.886 0.109
H 3.570 -1.973 -1.502
H 2.817 -3.626 -1.241
H -1.791 -2.092 1.551
H -2.929 -0.686 1.752
H -3.117 -2.049 0.572
H -0.504 -2.036 -1.031
H -1.084 -0.600 -1.911
H -2.308 -1.826 -1.660
H 0.584 1.493 -1.579
H -0.843 2.299 -2.030
H 0.672 3.218 -1.673
H 0.407 4.201 0.591
H 1.580 2.860 1.118
H 0.187 3.280 2.061
H -2.502 0.305 -0.299
H -1.340 2.721 0.260
H -1.007 0.029 3.012
```

Properties
Multiplicity: 1
Calculated total energy, eV: -19580.2801
Energy above the lowest of the compared OMol25 structures with the same formula, charge and spin, kcal/mol: 64.6
LUMO, eV: 0.6
HOMO level, eV: -8.310
M, g mol⁻¹: 172.3
Charge: 0
Gap between HOMO and LUMO, eV: 8.941

[10]
This record from OMol25 describes the ion C9H21BN3O3 with charge +1. The level of theory is the ωB97M-V functional and the def2-TZVPD basis.

Structure (XYZ):
```
37
C9H21BN3O3, DFT the ωB97M-V functional and the def2-TZVPD basis
C 3.193 -2.937 0.482
C 2.386 -1.658 0.593
O 1.738 -1.260 -0.616
C 0.866 -2.224 -1.177
C -0.159 -1.440 -2.008
N -0.518 -0.207 -1.328
O 0.236 0.901 -1.637
C -1.453 -0.042 -0.415
N -1.683 1.137 0.182
B -0.554 1.966 0.810
O 0.267 1.346 1.700
C -0.395 3.482 0.526
C 0.495 3.754 -0.713
C -2.793 0.898 1.147
C -2.919 -0.620 1.247
N -2.288 -1.017 -0.027
H 4.022 -2.818 -0.218
H 3.614 -3.168 1.464
H 2.591 -3.798 0.183
H 1.646 -1.737 1.406
H 3.056 -0.831 0.841
H 0.388 -2.830 -0.395
H 1.405 -2.909 -1.840
H 0.276 -1.133 -2.960
H -1.056 -2.024 -2.230
H 1.122 0.686 -1.280
H 0.396 0.396 1.588
H -1.365 3.966 0.376
H 0.077 3.950 1.395
H 0.918 4.757 -0.652
H 1.336 3.056 -0.780
H -0.078 3.682 -1.639
H -3.724 1.325 0.771
H -2.587 1.338 2.123
H -2.361 -1.039 2.089
H -3.949 -0.969 1.272
H -2.146 -1.979 -0.279
```

Properties
Multiplicity: 1
Calculated total energy, eV: -20957.4156
LUMO, eV: -2.6
HOMO level, eV: -13.591
SMILES: CCOCCN(O)C1=[N+](B(O)CC)CCN1
M, g mol⁻¹: 230.1
Charge: +1
Gap between HOMO and LUMO, eV: 10.978

[11]
This record from OMol25 describes an isolated molecule of C9H21BO3 in a non-equilibrium geometry. The level of theory is the ωB97M-V functional and the def2-TZVPD basis.

Structure (XYZ):
```
34
C9H21BO3, DFT the ωB97M-V functional and the def2-TZVPD basis
C -2.629 -0.843 -2.167
C -1.656 0.033 -1.480
C -1.232 1.182 -2.377
O -0.495 -0.688 -1.051
B 0.294 -0.127 -0.073
O 1.411 -0.769 0.501
C 1.297 -2.223 0.512
C 1.313 -2.801 -0.864
C 2.337 -2.741 1.558
O 0.182 1.279 0.288
C 0.574 2.205 1.287
C 0.143 1.693 2.697
C -0.166 3.526 0.992
H -2.869 -1.685 -1.535
H -2.230 -1.158 -3.136
H -3.543 -0.389 -2.511
H -2.135 0.499 -0.635
H -0.442 1.793 -1.918
H -2.154 1.761 -2.646
H -0.963 0.827 -3.338
H 0.332 -2.395 0.960
H 0.442 -2.559 -1.478
H 2.267 -2.568 -1.392
H 1.293 -3.908 -0.844
H 2.310 -2.099 2.425
H 2.227 -3.775 1.932
H 3.290 -2.693 1.066
H 1.644 2.291 1.226
H 0.861 0.882 3.051
H 0.317 2.494 3.450
H -0.870 1.312 2.644
H -1.177 3.436 1.390
H 0.284 4.430 1.489
H -0.258 3.777 -0.024
```

Properties
Multiplicity: 1
Calculated total energy, eV: -16495.2820
Energy above the lowest of the compared OMol25 structures with the same formula, charge and spin, kcal/mol: 22.4
LUMO, eV: 0.8
HOMO level, eV: -10.055
SMILES: CC(C)OB(OC(C)C)OC(C)C
M, g mol⁻¹: 188.1
Charge: 0
Gap between HOMO and LUMO, eV: 10.848

[12]
This record from OMol25 describes the ion C9H21BO4P with charge +1 in a non-equilibrium geometry. The level of theory is the ωB97M-V functional and the def2-TZVPD basis.

Structure (XYZ):
```
36
C9H21BO4P, DFT the ωB97M-V functional and the def2-TZVPD basis
C 2.349 4.465 0.256
B 2.387 2.931 0.080
O 3.487 2.224 -0.274
P 0.702 1.972 0.455
O -0.503 2.856 -0.118
C 0.623 0.310 -0.203
C 1.466 -0.631 0.667
C 1.626 -2.012 0.056
C 0.364 -2.885 0.123
C -0.580 -2.804 -1.079
C -1.907 -2.077 -0.857
O -2.278 -2.110 0.515
C -3.368 -1.366 0.890
C -3.441 0.064 0.424
O -4.202 -1.847 1.657
H 2.153 4.955 -0.692
H 3.277 4.826 0.675
H 1.539 4.773 0.910
H 3.535 2.091 -1.225
H 0.455 1.879 1.828
H -0.836 2.450 -0.926
H 0.921 0.297 -1.244
H -0.421 0.017 -0.136
H 2.451 -0.187 0.779
H 1.012 -0.691 1.648
H 1.973 -1.914 -0.964
H 2.380 -2.509 0.648
H -0.140 -2.668 1.055
H 0.714 -3.903 0.207
H -0.773 -3.788 -1.472
H -0.066 -2.277 -1.876
H -2.673 -2.589 -1.428
H -1.858 -1.069 -1.256
H -3.569 0.100 -0.651
H -2.512 0.573 0.652
H -4.288 0.544 0.877
```

Properties
Multiplicity: 1
Calculated total energy, eV: -27823.1206
LUMO, eV: -4.6
HOMO level, eV: -12.899
M, g mol⁻¹: 235.0
Charge: +1
Gap between HOMO and LUMO, eV: 8.285